Computed, not measured: a 11-piece molecular cluster, C52H64N8O3 overall in a non-equilibrium geometry, with ωB97M-V/def2-TZVPD.

SMILES   c1ccncc1.c1ccncc1.c1ccncc1.c1ccncc1.c1ccncc1.c1ccncc1.c1ccncc1.c1ccncc1.C1CCOC1.C1CCOC1.C1CCOC1
Relative energy (zero: lowest compared OMol25 entry of this formula, charge and spin)   0.0 kJ/mol
LUMO   0.6 eV

Cartesian coordinates (Å):
C -0.3598 -7.0378 -2.5242
C 0.4949 -6.7255 -3.5857
C 0.6908 -5.3873 -3.8879
N -0.0575 -4.4183 -3.3515
C -0.8752 -4.7150 -2.3523
C -1.0296 -6.0171 -1.8820
H -0.4614 -8.0831 -2.2644
H 0.9653 -7.5465 -4.1087
H 1.3526 -5.0624 -4.6815
H -1.4551 -3.8915 -1.9528
H -1.6655 -6.2792 -1.0453
C -5.7230 0.5049 -2.7903
C -4.3519 0.4844 -2.9625
C -3.5366 0.5321 -1.8335
N -4.0489 0.6728 -0.6117
C -5.3761 0.6539 -0.4467
C -6.2634 0.5660 -1.5160
H -6.3297 0.4566 -3.6866
H -3.9324 0.4619 -3.9588
H -2.4657 0.4062 -1.9305
H -5.6363 0.8630 0.5847
H -7.3292 0.6410 -1.3529
C 3.4979 1.3335 -2.5403
C 2.7903 0.5174 -3.3912
C 3.4643 -0.1356 -4.4248
N 4.7843 -0.0552 -4.6001
C 5.4579 0.7153 -3.7251
C 4.8638 1.4678 -2.7189
H 2.9594 1.9997 -1.8757
H 1.7291 0.3443 -3.2511
H 2.8819 -0.7489 -5.1015
H 6.5320 0.6544 -3.8475
H 5.4115 2.1419 -2.0772
C -0.3776 0.3240 1.0401
C 0.9983 0.4913 0.9011
C 1.6502 -0.1537 -0.1353
N 1.0401 -0.9961 -0.9763
C -0.2616 -1.2094 -0.8049
C -0.9896 -0.5649 0.1880
H -0.8861 0.8908 1.8113
H 1.5408 1.1244 1.5930
H 2.7077 0.0410 -0.2600
H -0.7613 -1.8566 -1.5116
H -2.0627 -0.6918 0.2781
C -3.8387 2.4792 4.6335
C -4.5343 1.6924 5.5302
C -4.8985 0.4120 5.1095
N -4.5236 -0.0896 3.9401
C -3.8229 0.6797 3.0922
C -3.4756 1.9838 3.3937
H -3.5578 3.4719 4.9680
H -4.8324 2.0992 6.4862
H -5.4719 -0.2202 5.7756
H -3.5202 0.2267 2.1566
H -2.9468 2.6111 2.6877
C 4.0048 -0.9018 2.0615
C 3.9633 0.4440 2.4012
C 4.5338 1.3280 1.5152
N 5.1609 0.9782 0.3729
C 5.1308 -0.3057 0.0213
C 4.5729 -1.2722 0.8613
H 3.5142 -1.6887 2.6244
H 3.4409 0.8007 3.2792
H 4.5220 2.3929 1.7132
H 5.6838 -0.5991 -0.8621
H 4.5957 -2.3158 0.5722
C 1.6583 -1.3358 5.2527
C 1.9559 -0.8218 6.5180
C 1.2145 0.2569 6.9840
N 0.1696 0.7621 6.3238
C -0.1326 0.2675 5.1271
C 0.5991 -0.7788 4.5768
H 2.2527 -2.1131 4.7879
H 2.7922 -1.2151 7.0804
H 1.4379 0.7336 7.9305
H -0.9523 0.7568 4.6134
H 0.3264 -1.1748 3.6044
C 0.4155 -5.3976 0.8259
C 0.6968 -4.0953 0.5011
C 1.2663 -3.2489 1.4474
N 1.5112 -3.6764 2.6778
C 1.3024 -4.9627 2.9890
C 0.7404 -5.8665 2.0950
H -0.0097 -6.0906 0.1103
H 0.4448 -3.7105 -0.4816
H 1.5337 -2.2348 1.1724
H 1.5123 -5.1870 4.0264
H 0.5633 -6.8819 2.4208
C 1.1344 3.7082 4.1127
C 1.5876 4.1687 2.7483
C 0.3174 4.1139 1.9079
O -0.7172 3.6645 2.7768
C -0.3793 4.0174 4.1230
H 1.7034 4.2309 4.8857
H 1.2617 2.6396 4.2841
H 2.4322 3.6312 2.3131
H 1.9220 5.2099 2.7730
H 0.3421 3.4327 1.0519
H 0.0729 5.0761 1.4425
H -0.8208 3.3237 4.8383
H -0.6509 5.0418 4.3882
C -1.6428 -1.1657 -5.7744
C -1.1814 0.2349 -6.1626
C -1.0708 0.9091 -4.7846
O -0.9619 -0.1138 -3.7821
C -0.9035 -1.3713 -4.4739
H -1.3614 -1.9707 -6.4565
H -2.7293 -1.1967 -5.6661
H -1.8796 0.7476 -6.8198
H -0.2051 0.1532 -6.6427
H -1.9826 1.4762 -4.5748
H -0.2032 1.5697 -4.7246
H -1.2879 -2.1525 -3.8180
H 0.1463 -1.6578 -4.6128
C -0.5174 2.6978 -1.7466
C 0.4987 3.5204 -2.5212
C -0.4451 4.5674 -3.1403
O -1.2874 4.8994 -2.0454
C -1.6474 3.6672 -1.4102
H -0.0632 2.2978 -0.8363
H -0.8830 1.8470 -2.3172
H 1.1089 2.9758 -3.2384
H 1.1410 4.1089 -1.8623
H -1.0127 4.1509 -3.9838
H 0.0153 5.5119 -3.4288
H -2.6043 3.3278 -1.8260
H -1.8215 3.8017 -0.3424

Computed, not measured: a 13-piece molecular cluster, C52H65N13 overall in a non-equilibrium geometry, with ωB97M-V/def2-TZVPD.

Relative energy (zero: lowest compared OMol25 entry of this formula, charge and spin)   1779.2 kJ/mol
LUMO   0.5 eV

Cartesian coordinates (Å):
N 2.4080 -0.7262 5.0299
C 1.4330 -1.0782 5.9319
C 0.4130 -1.7152 5.1329
C 0.8300 -1.4832 3.6919
C 1.9260 -0.7092 3.7249
H 3.1070 -0.1262 5.4589
H 1.4020 -0.9992 7.0909
H -0.2850 -2.1582 5.6119
H 0.3270 -1.6412 2.7089
H 2.3110 -0.0602 2.8459
N -1.9380 4.1478 2.5309
C -2.0260 3.9648 1.1619
C -3.1100 4.7928 0.8319
C -3.6040 5.3058 2.1059
C -2.8500 4.8268 3.1599
H -1.0030 3.8648 3.0069
H -1.1480 3.5068 0.8279
H -3.3680 5.1878 -0.3221
H -4.6090 5.9278 2.1509
H -2.7530 5.1298 4.0229
N 6.5970 -1.3192 1.5989
C 5.5800 -0.4112 1.9499
C 5.3780 0.3748 0.9899
C 5.9890 -0.2762 -0.3281
C 6.8960 -1.1942 0.1639
H 7.0080 -1.9202 2.1429
H 5.1910 -0.4332 3.0019
H 4.7730 1.2668 1.1609
H 5.7530 0.0148 -1.4261
H 7.3070 -1.8142 -0.4421
N 0.0640 2.8188 4.3249
C 0.5440 4.0968 4.5079
C 1.2100 4.4258 3.4369
C 1.2820 3.2838 2.4799
C 0.6030 2.2458 3.1299
H -0.6340 2.5268 4.9699
H 0.2230 4.5858 5.3949
H 1.6780 5.3648 3.1429
H 1.6250 3.2828 1.4629
H 0.4700 1.3878 2.6469
N 0.2160 -7.4342 -3.2041
C 0.2870 -6.9602 -1.9781
C -0.3050 -5.6542 -1.9831
C -0.6570 -5.4202 -3.3911
C -0.3000 -6.5302 -4.1201
H 0.3610 -8.4442 -3.4331
H 0.7510 -7.4912 -1.1671
H -0.5630 -5.0202 -1.2041
H -0.8390 -4.5512 -3.8341
H -0.3610 -6.6942 -5.1911
N 3.9990 5.7388 -1.5791
C 3.3180 5.3558 -0.5001
C 2.1510 4.8008 -0.9861
C 2.2750 4.9158 -2.4431
C 3.3630 5.5568 -2.6741
H 4.8280 6.2828 -1.4561
H 3.4190 5.8128 0.4789
H 1.3100 4.3228 -0.5031
H 1.3860 4.7028 -3.2161
H 3.7380 5.7088 -3.7571
N -3.0490 -0.6372 -4.1071
C -4.3160 -1.2042 -3.7351
C -3.9780 -2.3062 -3.0391
C -2.3990 -2.4042 -2.8111
C -1.8600 -1.3062 -3.4561
H -3.0900 0.0628 -4.7071
H -5.1710 -0.9512 -4.4171
H -4.5970 -2.9462 -2.4501
H -1.8560 -3.0502 -2.3251
H -1.0090 -0.9232 -3.5091
N -4.7180 2.2758 1.8809
C -4.4600 1.0008 1.5019
C -5.5520 0.3898 1.3739
C -6.6510 1.3668 1.9669
C -6.0530 2.5528 2.1879
H -3.8440 2.8368 1.8699
H -3.6640 0.4488 1.2089
H -5.7790 -0.6612 1.0649
H -7.5340 1.0178 2.1309
H -6.3960 3.4718 2.6499
N 4.1690 -2.8222 0.5219
C 3.8070 -3.4532 -0.5631
C 2.8780 -4.3712 -0.2851
C 2.5460 -4.0622 1.2439
C 3.4900 -3.1312 1.6549
H 4.8790 -1.9842 0.4079
H 4.3100 -3.2752 -1.4271
H 2.5140 -5.0712 -1.0051
H 1.6500 -4.7032 1.8469
H 3.7070 -2.4772 2.5979
N -3.3570 3.4188 -2.8601
C -2.8790 4.5038 -3.4401
C -1.4930 4.3878 -3.3111
C -1.2150 3.2028 -2.3141
C -2.4110 2.6498 -2.0931
H -4.3510 3.3568 -2.9681
H -3.4350 5.3788 -3.8851
H -0.7770 5.1008 -3.7321
H -0.2900 2.9888 -1.9201
H -2.7200 1.8938 -1.4501
N 2.1410 -0.8582 -5.3021
C 1.3690 -1.7762 -6.0571
C 1.0450 -2.6802 -5.0921
C 1.4750 -2.2822 -3.7791
C 2.0320 -1.0322 -4.0211
H 2.5790 -0.0022 -5.6281
H 1.0380 -2.0142 -7.1481
H 0.5840 -3.6402 -5.2741
H 1.4180 -2.6582 -2.7931
H 2.3320 -0.0882 -3.3051
N -3.9920 -2.6822 2.9269
C -3.9830 -2.8102 1.5599
C -2.7370 -3.2322 1.1619
C -1.9810 -3.4372 2.4809
C -2.8510 -3.2882 3.5799
H -4.7870 -2.3622 3.4759
H -4.8840 -2.4902 0.9769
H -2.3840 -3.4542 0.1679
H -0.8860 -3.7262 2.5639
H -2.7980 -3.1952 4.5629
N 1.4540 -1.3162 0.1109
C 1.6750 0.0138 0.1739
C 0.5200 0.6548 -0.1781
C -0.5680 -0.5032 -0.1681
C 0.1000 -1.6342 -0.1171
H 2.0090 -2.1802 0.2399
H 2.7460 0.2408 0.4749
H 0.6240 1.7528 -0.3701
H -1.6210 -0.4442 -0.1941
H -0.0860 -2.6992 -0.2001